(1)
Density functional theory data (the ωB97M-V functional and the def2-TZVPD basis) for a molecular structure, C7H7Br3F2O6 at a distorted geometry.

Structure (XYZ):
```
25
Properties=species:S:1:pos:R:3:forces:R:3:lowdin_charge:R:1
C -0.971 4.200 0.366 -0.697 -0.864 -0.966 -0.117
C -1.636 3.164 -0.607 -0.752 3.952 0.498 -0.419
O -2.488 4.038 -1.375 -0.292 1.024 0.338 0.071
C -2.743 5.292 -0.729 -1.413 0.427 -0.081 -0.359
O -3.681 6.083 -0.996 4.878 -3.735 1.258 0.114
O -1.746 5.399 0.267 -1.960 0.120 -0.804 0.032
F -2.465 2.220 -0.067 0.238 0.230 0.603 0.007
H 0.026 4.414 -0.018 -0.010 0.011 0.111 0.110
H -0.894 3.752 1.357 -0.300 0.664 0.228 0.102
H -0.853 2.636 -1.149 -1.280 1.974 -0.074 -0.084
C 1.069 -3.569 0.112 -0.368 -3.468 0.060 -0.357
C 2.050 -4.307 -0.756 -0.115 1.597 0.492 -0.245
O 2.631 -5.207 0.178 4.007 0.935 -6.186 0.202
C 1.880 -5.430 1.143 -2.321 -2.900 3.841 -0.601
O 2.024 -6.417 1.840 -1.053 2.270 -0.196 0.164
O 0.922 -4.472 1.136 -1.701 -2.295 3.389 0.076
F 2.966 -3.413 -1.181 0.651 -0.401 -0.513 0.093
H 0.067 -3.491 -0.308 0.470 0.570 -0.289 0.123
H 1.503 -2.726 0.650 1.946 -2.407 -0.782 -0.138
H 1.488 -4.730 -1.589 0.840 -0.788 -0.173 0.184
C 0.046 0.560 0.406 0.625 -0.178 0.548 -1.277
Br 0.688 -1.357 0.658 -2.252 7.670 -0.521 0.940
Br -0.401 0.882 -1.501 1.801 -3.898 0.320 0.789
Br 1.354 1.920 1.114 -0.907 -1.186 -0.597 0.606
H -0.834 0.561 1.049 -0.035 0.675 -0.504 -0.018
```
Positions in Å, forces in eV/Å.

Output
* charge: 0
* energy above the lowest of the compared OMol25 structures with the same formula, charge and spin: 3.969 eV
* total energy: -235214.243 eV
* highest occupied orbital energy: -0.38099 Ha
* Kohn-Sham gap: 0.34307 hartree

(2)
Density functional theory data (the ωB97M-V functional and the def2-TZVPD basis) for 2 unconnected molecules or ions with the total composition C7H7BrO3 at a distorted geometry.

Structure (XYZ):
```
18
Properties=species:S:1:pos:R:3:forces:R:3:lowdin_charge:R:1
C 2.283 -0.179 -0.546 -0.257 -0.384 -0.092 -0.091
C 1.610 -1.323 -0.846 0.695 0.255 0.470 -0.128
C 1.586 0.847 -1.232 -0.508 -0.034 -0.433 -0.726
C 0.554 0.247 -1.892 0.433 0.990 0.169 -0.172
C -0.827 -0.142 1.856 -0.005 -0.626 0.242 -0.144
C -1.933 -0.887 1.148 1.089 -0.327 1.198 -0.108
C -1.853 1.056 0.238 1.507 1.341 0.330 -0.200
O 0.570 -1.072 -1.655 -0.361 -0.436 -0.155 0.013
O -0.853 1.128 1.183 -0.765 0.013 -0.600 -0.036
O -2.473 -0.067 0.267 -1.179 -0.416 -0.788 0.038
Br 1.994 2.675 -1.245 -0.063 -0.143 0.016 0.742
H 3.151 -0.067 0.069 0.189 -0.044 0.151 0.107
H 1.771 -2.343 -0.558 -0.051 -0.167 -0.009 0.123
H -1.001 0.003 2.939 0.071 0.032 -0.215 0.115
H 0.174 -0.592 1.734 -0.154 0.118 0.005 0.106
H -0.217 0.642 -2.522 -0.115 -0.052 -0.088 0.128
H -2.328 -1.861 1.308 -0.281 -0.235 -0.122 0.099
H -2.208 1.936 -0.248 -0.246 0.114 -0.078 0.134
```
Positions in Å, forces in eV/Å.

Output
* charge: 0
* energy above the lowest of the compared OMol25 structures with the same formula, charge and spin: 4.837 eV
* total energy: -83552.440 eV
* highest occupied orbital energy (alpha / beta): -0.25433 / -0.23725 Ha
* Kohn-Sham gap (alpha / beta): 0.28630 / 0.26937 hartree